Entry 1:
Computed, not measured: a 3-piece molecular cluster, C8H19O6 overall at a distorted geometry, with ωB97M-V with the def2-TZVPD basis set.

Element x y z (Å)
O 0.498114 0.206413 1.249256
O -1.234454 0.827044 -4.210630
O -0.102367 -1.144778 -3.960476
O 1.833688 -1.081481 -1.814935
O 2.710563 -1.457633 0.290081
O 0.011178 0.903767 4.013246
C 1.577181 -1.083860 -0.480123
C 1.156935 0.296413 0.012319
C -1.318024 -0.563895 -3.886146
C -0.681299 0.676652 5.212436
C -0.835882 1.227801 2.940740
C 3.032831 -2.820894 0.205791
C -2.451937 1.496204 -4.031143
C -0.025973 1.432050 1.686351
H -1.396682 2.156053 3.157327
H 0.488747 0.737088 -0.748996
H -3.258177 1.050721 -4.642754
H -2.039204 -1.025115 -4.597895
H 2.050083 0.945200 0.085670
H 0.794685 2.147972 1.878628
H -2.770218 1.472091 -2.971478
H 0.764725 -1.808037 -0.225749
H -1.375249 -0.176924 5.116809
H -1.574544 0.421149 2.776984
H -0.681994 1.878340 0.915573
H 0.726881 -1.067184 -2.861464
H -1.261827 1.566418 5.513975
H 3.340922 -3.108579 -0.812033
H -2.314010 2.541939 -4.332233
H 3.868369 -3.010141 0.891906
H -1.765399 -0.637382 -2.865141
H 0.058339 0.452412 5.990233
H 2.174001 -3.449823 0.503872

Cartesian forces, eV/Å:
-0.48 0.10 0.61
-0.16 0.59 -0.12
1.57 0.00 2.13
-1.16 0.02 -1.19
0.36 -0.03 0.37
0.19 0.03 0.26
-0.75 -0.21 -1.02
0.28 0.33 -0.54
0.49 -0.46 0.72
-0.08 -0.04 0.00
-0.32 -0.03 -0.13
0.01 -0.05 -0.21
0.10 -0.12 0.08
0.29 -0.05 -0.21
0.09 -0.11 0.03
0.09 -0.16 0.15
0.08 0.10 0.10
0.19 0.03 0.02
-0.14 -0.18 0.01
-0.19 -0.06 0.02
-0.01 0.01 -0.21
0.05 0.15 0.15
0.12 0.17 0.05
0.18 0.14 0.01
0.09 -0.10 0.09
-0.57 -0.08 -0.85
0.08 -0.16 -0.02
-0.13 0.09 0.18
-0.04 -0.23 0.05
-0.19 0.06 -0.09
-0.03 0.11 -0.16
-0.17 0.05 -0.21
0.16 0.09 -0.06

Calculated values
Energy relative to the best compared isomer or geometry (same formula, charge and spin) (kcal/mol): 1.8
F_max (eV/Å): 2.6
Charge: -1
HOMO-LUMO gap (eV): 7.442
M (g/mol): 211.23
HOMO level (eV): -4.513

=====

Entry 2:
Computed, not measured: C8H20CaClFKN3NaO7S2 as an isolated structure at a distorted geometry, with ωB97M-V with the def2-TZVPD basis set.

Element x y z (Å)
Ca 3.488715 2.059468 2.817205
K 2.124381 -1.008119 0.720454
Cl 0.529055 -2.050134 4.039985
S 0.466357 -2.948361 1.293059
S 1.070272 1.294033 1.368550
Na -0.703361 -3.391672 -2.046631
F -2.545490 -4.205109 2.411121
O 2.098706 3.086755 6.575574
O 0.582072 -3.116377 -0.252875
O 1.808308 3.008467 4.290815
O 1.945527 0.952122 -0.094707
O 1.422212 0.231682 2.390518
O 3.663321 3.850914 5.059812
O 1.563004 2.794305 1.955904
N -4.078303 0.377690 -3.220596
N -1.826849 0.497960 -2.420735
N -3.161577 2.429376 -2.744860
C 0.353447 0.873320 -3.553077
C 0.023464 -4.515225 1.929730
C -3.097352 1.047201 -2.816563
C -0.962621 0.124775 -3.558593
C -1.048798 -2.114497 1.613167
C 0.882719 0.930140 -1.125720
C 1.343305 0.416308 -2.471921
C 2.365457 3.297241 5.449143
H -3.856061 -0.610312 -3.234958
H 0.396128 1.888912 -1.249921
H -1.873536 -2.677248 1.160860
H 3.275743 3.824302 4.189845
H 0.102206 0.237256 -0.777562
H -3.513813 2.803322 -3.614901
H -0.758977 -0.947065 -3.532585
H -1.968673 -0.270560 -1.785864
H 1.278043 3.460599 1.306305
H -0.861752 -4.868938 1.397287
H 2.337916 0.771854 -2.711004
H 0.850449 -5.218166 1.795099
H 1.322125 -0.670273 -2.476533
H -1.018716 -1.080994 1.209269
H -2.229254 2.792544 -2.622729
H -1.065183 -2.034873 2.741619
H -1.505826 0.353774 -4.467139
H 0.150160 1.930406 -3.403282
H 0.850552 0.802224 -4.513612
H -0.217502 -4.409028 2.981046

Cartesian forces, eV/Å:
-0.64 0.17 2.80
2.80 -6.36 -1.15
1.23 0.52 0.67
-0.74 -1.20 0.77
-3.46 -0.67 0.83
0.13 -0.36 0.72
0.04 0.12 -0.60
-0.41 0.33 0.19
-0.32 0.41 -1.08
0.50 -0.78 0.07
-0.62 4.03 0.31
0.62 4.57 -0.23
0.22 -0.63 0.55
0.68 -0.97 -1.84
-0.45 -0.29 -0.12
0.42 0.10 0.37
0.95 0.06 -0.59
0.38 0.22 0.14
0.32 -1.17 -0.22
0.02 -0.10 0.00
-0.19 0.41 0.41
-0.66 0.88 0.13
-0.88 -0.82 -0.39
-0.19 0.16 -0.02
0.65 -1.01 -0.15
-0.15 -0.17 -0.03
0.24 0.43 0.32
-0.11 -0.25 0.53
0.55 1.83 -1.14
0.11 0.31 0.20
-0.66 0.20 0.16
-0.04 -0.22 -0.20
-0.23 -0.15 0.07
-0.21 0.27 0.10
-0.27 0.22 0.30
0.26 0.04 -0.03
0.21 0.31 -0.03
0.45 -0.26 0.12
0.33 -0.10 -0.05
0.05 0.24 0.28
-0.62 -0.30 -1.43
-0.01 -0.17 -0.34
-0.10 0.24 -0.10
0.01 -0.20 -0.27
-0.21 0.12 -0.01

Calculated values
F_max (eV/Å): 7.0
Charge: +1
HOMO-LUMO gap (eV): 2.630
M (g/mol): 491.01
HOMO level (eV): -8.784

=====

Entry 3:
Computed, not measured: a 2-piece molecular cluster, C8H20ClN3O4 overall at a distorted geometry, with ωB97M-V with the def2-TZVPD basis set.

Element x y z (Å)
Cl -6.089588 -0.358445 -4.070423
O -3.471749 1.299618 -0.288824
O -3.604713 -0.055826 -3.206088
O -1.452179 1.170043 0.888151
O 4.496070 1.964551 -0.311979
N 0.210742 0.265929 2.288588
N 2.002651 -0.170704 0.889510
N 1.018060 -1.979848 1.953985
C -2.810463 1.602756 0.890732
C -4.130947 -0.358149 -1.917489
C -1.166649 0.113457 1.726555
C 1.096739 -0.641783 1.691849
C 3.547139 -0.136294 -1.009912
C 4.835482 0.606623 -0.624369
C -3.150439 0.002901 -0.789617
C 3.020730 -0.971629 0.187205
H -5.028781 0.241646 -1.768678
H -1.859212 -0.012139 2.561365
H 1.131704 -2.547492 1.116495
H 3.801235 -1.197385 0.912943
H 5.229265 2.502476 -0.623451
H 2.587282 -1.885430 -0.220775
H -2.791516 2.692583 0.962988
H 2.013034 0.836011 0.756765
H 5.332057 0.166728 0.245194
H 0.102872 -2.222424 2.320033
H -2.117962 -0.014660 -1.161154
H 2.746790 0.557983 -1.264232
H 0.189609 0.075045 3.286141
H 5.514187 0.577289 -1.479895
H -1.177584 -0.811918 1.127233
H 3.763039 -0.789216 -1.852917
H -4.366019 -1.421409 -1.894143
H -3.385043 1.231274 1.753753
H -3.237839 -0.786622 -0.022703
H -2.798004 0.454460 -3.052836

Cartesian forces, eV/Å:
-1.18 -0.21 -0.38
0.73 -0.27 0.24
1.33 0.13 0.69
-0.03 0.17 0.79
0.23 -0.34 -0.13
0.02 -0.49 0.09
-0.14 -0.37 0.08
-0.86 0.39 -0.87
-0.67 0.94 -0.46
0.55 0.61 -0.12
0.38 -0.47 -0.48
0.07 0.06 0.09
0.53 -0.54 1.28
-0.47 0.72 -0.51
-0.65 -0.75 -0.55
-0.21 0.53 -0.79
-0.22 -0.34 -0.01
-0.10 0.27 -0.08
0.69 -0.16 0.25
0.03 -0.24 -0.13
-0.12 0.28 0.17
-0.16 -0.04 0.36
0.03 -0.06 -0.05
-0.05 0.00 0.11
-0.01 -0.22 -0.14
0.18 0.04 0.41
-0.01 0.03 0.08
0.28 0.12 -0.45
0.01 0.23 0.03
0.10 0.03 0.14
-0.18 -0.03 0.14
-0.23 -0.05 0.01
-0.17 0.07 0.04
0.43 -0.43 0.07
-0.07 0.35 0.29
-0.10 0.06 -0.20

Calculated values
F_max (eV/Å): 1.5
Charge: 0
HOMO-LUMO gap (eV): 2.981
M (g/mol): 257.72
HOMO level (eV): -4.661

=====

Entry 4:
Computed, not measured: a 3-piece molecular cluster, C8H20ClO4 overall at a distorted geometry, with ωB97M-V with the def2-TZVPD basis set.

Element x y z (Å)
Cl 16.767750 8.922660 -6.130710
O 8.505400 6.534700 -6.584460
O 24.947460 10.980140 -7.153210
O 10.586960 7.083380 -8.380740
O 23.418060 9.218080 -5.397290
C 24.868360 9.278870 -5.400500
C 9.313160 6.764610 -8.902710
C 22.782100 8.278270 -4.488590
C 7.322100 6.125800 -5.913680
C 25.655110 11.520600 -8.286170
C 11.592850 7.157060 -9.361190
C 8.145200 7.054720 -7.865620
C 25.503700 9.702440 -6.739520
H 7.860410 8.097330 -7.724290
H 25.184560 9.971720 -4.620700
H 11.516580 7.882060 -10.171530
H 11.734570 6.171410 -9.804490
H 25.513320 10.866640 -9.146600
H 7.238170 6.709110 -8.361570
H 6.501850 6.837770 -5.822120
H 25.202890 12.436040 -8.667690
H 25.470100 8.830130 -7.392250
H 6.984920 5.176130 -6.329060
H 23.206780 7.312490 -4.762520
H 7.583630 5.898700 -4.880180
H 25.456710 8.377320 -5.229740
H 26.576950 9.819480 -6.589420
H 22.872140 8.486830 -3.422530
H 9.254460 5.720460 -9.209990
H 21.708060 8.333250 -4.666090
H 26.659920 11.909400 -8.121000
H 12.529690 7.337610 -8.834080
H 9.137300 7.508400 -9.679850

Cartesian forces, eV/Å:
0.01 -0.02 0.00
-1.70 -0.03 -0.72
1.28 -0.71 -0.89
-0.56 0.32 0.14
1.08 -0.32 0.15
-0.26 0.73 -0.11
-0.69 1.72 1.50
0.61 0.43 -1.07
0.75 -0.87 0.98
-1.26 0.32 -0.24
1.01 -1.01 0.48
1.88 0.13 -0.53
-0.94 1.11 0.96
0.78 0.55 -0.16
-0.05 0.23 0.10
-0.67 0.34 0.14
-0.12 -0.23 -0.37
0.76 -0.42 0.03
-0.22 -1.14 0.40
0.07 0.41 -0.61
-0.86 0.10 0.62
-0.84 0.40 -0.97
-0.40 0.04 -0.26
-0.37 -0.36 0.45
0.28 0.03 0.05
-0.74 -0.87 0.50
0.25 0.20 0.43
0.68 0.24 0.07
0.02 -0.04 -0.29
0.15 -0.12 -0.46
0.50 -0.97 0.41
-0.10 0.27 0.07
-0.33 -0.49 -0.80

Calculated values
Energy relative to the best compared isomer or geometry (same formula, charge and spin) (kcal/mol): 47.8
F_max (eV/Å): 2.4
Charge: -1
HOMO-LUMO gap (eV): 5.802
M (g/mol): 215.70
HOMO level (eV): -3.263

=====

Entry 5:
Computed, not measured: C8H20N4O16S2 as an isolated structure at a distorted geometry, with ωB97M-V with the def2-TZVPD basis set.

Element x y z (Å)
S -0.456835 -1.377324 -0.715362
S -3.182648 -0.608706 -5.145292
O -4.122344 -1.639361 5.297969
O -2.077455 0.067409 -4.163904
O -2.241607 -0.550757 -6.449299
O 0.191560 -1.708777 -1.954961
O -4.262819 0.296392 -5.309764
O 0.499532 -0.362926 0.133104
O -0.741887 1.481373 4.034919
O 2.450071 -2.319675 1.224763
O -3.410797 -1.966286 -4.756869
O -2.451044 -2.522927 6.312269
O 3.480279 -3.577735 2.640079
O 0.447814 0.798899 5.672208
O -0.984075 -2.437089 0.078592
O -1.622295 -0.303442 -0.911987
O 0.064458 2.946767 -2.694619
O 1.370060 1.728673 -1.531997
N 3.433053 -2.877700 1.656379
N -3.002726 -2.086115 5.315994
N 0.170690 1.610824 4.829100
N 1.153967 2.674095 -2.248072
C -1.608256 0.733116 0.078683
C 0.917762 2.883347 4.789432
C -0.353756 0.438555 0.904302
C -2.190165 -2.069293 4.075121
C -0.777192 -0.277812 -4.652599
C -0.963276 -0.025068 -6.150771
C 2.250702 3.611217 -2.523981
C 4.683918 -2.780398 0.830897
H 0.954013 3.185247 3.740300
H -0.147822 -0.515233 -6.684901
H 5.504291 -3.019587 1.501590
H 2.553019 3.497337 -3.565939
H 1.911588 2.743566 5.190114
H 4.800428 -1.757612 0.487879
H -0.521180 -1.321659 -4.469845
H -0.123867 0.446144 -4.172476
H -1.953812 -1.015852 3.903679
H -1.609197 1.688923 -0.437488
H 1.918110 4.642983 -2.454868
H -1.239311 -2.576447 4.157128
H 3.088980 3.406097 -1.870099
H 0.181482 1.319716 1.273061
H -0.957675 1.045186 -6.364660
H -2.865255 -2.384424 3.284350
H -0.608328 0.046882 1.898508
H 0.320878 3.689913 5.209774
H -2.495211 0.592048 0.692981
H 4.624181 -3.492506 0.016574

Cartesian forces, eV/Å:
0.35 0.18 -0.40
0.77 0.08 0.73
-0.34 0.15 -0.44
-1.18 -0.70 -0.08
-0.47 -0.61 -0.22
-0.55 0.75 1.11
0.11 -0.15 0.08
-0.50 -1.33 -0.59
-0.10 0.10 -0.42
-0.12 0.22 0.14
0.18 0.75 -0.46
-0.15 0.00 -0.12
-0.03 0.02 0.36
0.45 -0.18 0.29
0.38 0.34 0.18
0.27 -0.34 -0.77
-0.42 0.18 -0.58
0.46 -0.49 0.19
0.22 -0.37 -0.86
1.12 -0.44 1.00
-0.65 0.04 0.30
-0.43 0.45 0.59
0.10 -0.51 0.16
0.07 0.64 -1.27
-0.06 1.35 1.90
-0.46 1.10 -0.63
-0.38 0.68 -0.57
1.17 0.38 0.73
0.85 0.53 -0.73
0.39 0.32 0.75
0.27 -0.34 0.00
-0.49 -0.17 -0.41
-0.01 -0.18 -0.11
-0.05 -0.31 0.07
-0.11 0.08 0.35
-0.28 -0.05 -0.21
-0.02 0.12 0.36
0.31 -0.34 -0.03
-0.16 0.01 0.04
0.06 -0.02 -0.03
-0.33 -0.15 0.33
-0.29 -0.53 0.27
-0.09 -0.11 0.08
0.16 0.21 -0.98
-0.03 -0.02 -0.05
0.32 -0.26 -0.13
-0.14 -0.99 -0.51
0.05 -0.37 0.71
-0.06 0.29 -0.05
-0.18 0.02 -0.05

Calculated values
Energy relative to the best compared isomer or geometry (same formula, charge and spin) (kcal/mol): 0.0
F_max (eV/Å): 2.3
Charge: 0
HOMO-LUMO gap (eV): 10.299
M (g/mol): 492.39
HOMO level (eV): -10.662

=====

Entry 6:
Computed, not measured: C8H20NNaO7S as an isolated structure at a distorted geometry, with ωB97M-V with the def2-TZVPD basis set.

Element x y z (Å)
S 10.404550 17.688910 -9.456670
Na 10.509110 20.010480 -6.627940
O 8.946290 19.448330 -4.497780
O 10.299910 18.692250 -8.424790
O 10.352250 18.232710 -10.766660
O 11.625010 16.890280 -9.359010
O 12.780900 19.684370 -6.074470
O 9.171130 16.957020 -9.621050
O 10.181630 22.076230 -8.270560
N 10.890410 21.777070 -4.983060
C 11.431930 23.987730 -9.196320
C 8.003100 18.514340 -3.816440
C 13.099220 20.930250 -5.417670
C 9.748350 21.793760 -4.107790
C 11.275560 22.951470 -8.073580
C 13.650320 19.369110 -7.172420
C 12.042820 21.239330 -4.313430
C 9.118020 20.529710 -3.602540
H 13.624640 20.043460 -8.028390
H 11.131520 23.411370 -7.095910
H 11.904010 20.390960 -3.643280
H 12.237650 24.703350 -9.032580
H 10.555720 24.634210 -9.245560
H 11.156880 22.719170 -5.231160
H 7.860760 17.704140 -4.531580
H 9.739110 20.291430 -2.739080
H 8.534370 18.021220 -3.002390
H 13.404660 21.763940 -6.049940
H 7.029190 18.920330 -3.542970
H 8.196690 20.939590 -3.188730
H 13.403010 18.403370 -7.613180
H 12.409420 21.993520 -3.617080
H 14.078400 20.746790 -4.975340
H 11.468240 23.498090 -10.169480
H 9.933510 22.549820 -3.344780
H 8.943100 22.351710 -4.585670
H 14.657980 19.321850 -6.759500
H 12.111250 22.268530 -7.920910

Cartesian forces, eV/Å:
-0.88 -1.23 -3.05
-0.50 -0.01 -1.68
-1.71 0.11 1.71
0.43 1.72 3.22
2.55 4.39 -4.65
1.43 -1.13 1.70
-0.55 1.26 -0.40
-3.23 -3.98 3.47
0.96 1.36 0.52
-0.52 -1.48 0.55
-0.31 0.08 0.37
1.74 -0.56 -1.81
1.13 -1.47 1.16
-1.02 2.29 -1.82
-2.64 -2.35 -0.61
0.22 -0.31 0.11
1.78 0.31 -1.06
1.08 0.66 0.99
-0.31 0.54 0.31
0.25 1.23 0.70
-0.52 -0.45 -0.62
0.66 -0.12 -0.13
-0.45 -0.18 0.21
-0.46 0.06 -0.65
-0.20 0.21 -0.21
-0.04 -1.06 0.32
-0.13 0.43 0.49
-1.22 0.19 -0.67
0.30 0.47 0.03
-0.54 -0.57 0.04
-0.49 -0.11 0.39
0.70 0.34 0.17
0.30 -0.19 0.83
0.36 -0.10 0.07
0.12 -0.57 1.45
-0.01 -0.17 -0.99
0.39 0.03 -0.09
1.32 0.33 -0.40

Calculated values
Energy relative to the best compared isomer or geometry (same formula, charge and spin) (kcal/mol): 0.0
F_max (eV/Å): 6.9
Charge: -2
HOMO-LUMO gap (eV): 1.989
M (g/mol): 297.30
HOMO level (eV): 1.478

=====

Entry 7:
Computed, not measured: a 2-piece molecular cluster, C8H20NPS overall at a distorted geometry, with ωB97M-V with the def2-TZVPD basis set.

Element x y z (Å)
S -2.915919 -2.319712 -1.177165
P -1.774822 -1.435735 0.179121
N -1.938276 -2.400167 1.591377
C 2.935970 -2.262654 -0.394237
C 1.965778 0.000155 -0.677533
C -2.717793 0.055017 0.816445
C 2.963418 -0.799444 0.042865
C 4.365299 -0.196796 -0.213150
C -1.723048 1.555066 -0.916047
C -3.019406 1.060130 -0.284340
C -3.838394 2.218028 0.280764
H 1.967011 -2.704521 -0.172542
H 3.706039 -2.833182 0.120468
H -4.093640 2.926165 -0.506128
H 4.605261 -0.260255 -1.272148
H -4.765956 1.854813 0.721148
H -1.963878 -3.390609 1.383218
H 1.619660 0.936573 -0.283066
H 2.777924 -0.731553 1.121959
H 1.648795 -0.288056 -1.662801
H 4.392958 0.846970 0.088427
H -1.097250 2.045779 -0.171601
H -3.633657 -0.343947 1.265316
H -1.926940 2.259691 -1.718008
H -1.172658 0.710550 -1.329606
H 5.113478 -0.745935 0.351927
H -3.275330 2.745492 1.048369
H -2.112681 0.506872 1.609060
H -1.244113 -2.204824 2.303189
H -3.608978 0.553807 -1.057566
H 3.108313 -2.337911 -1.466214

Cartesian forces, eV/Å:
0.65 0.27 0.02
-1.73 -0.48 0.34
0.57 0.13 -0.07
-0.07 0.17 0.24
-0.49 0.03 0.02
0.27 -0.12 -0.27
0.58 -0.10 0.01
-0.27 -0.14 0.16
-0.23 -0.14 -0.04
0.06 0.19 0.03
-0.03 -0.18 -0.16
-0.08 -0.11 -0.02
0.07 -0.10 0.02
-0.01 0.08 -0.03
0.07 0.01 -0.10
-0.07 0.02 0.06
0.02 -0.01 0.00
-0.09 0.28 0.06
-0.01 -0.05 -0.03
-0.10 -0.03 -0.27
0.06 0.11 0.01
0.10 0.07 0.07
0.20 -0.06 -0.06
0.03 0.10 -0.09
0.17 0.08 -0.12
0.19 -0.06 0.06
0.05 0.09 0.11
-0.01 0.05 0.00
0.02 -0.07 0.07
0.05 0.02 0.11
0.03 -0.02 -0.12

Calculated values
Energy relative to the best compared isomer or geometry (same formula, charge and spin) (kcal/mol): 31.4
F_max (eV/Å): 1.8
Charge: 0
HOMO-LUMO gap (spin up / spin down) (eV): 6.266 / 8.487
M (g/mol): 193.30
HOMO level (spin up / spin down) (eV): -7.975 / -8.126

=====

E (Ha)
-767.58346, -3803.57300, -1242.05996, -1077.87533, -2535.60718, -1458.59302, -1111.04418